Entry from OMol25: C17H20F3N3PdSSi as an isolated structure (ωB97M-V/def2-TZVPD).

Electronic energy = -1939.26325 Eh
HOMO-LUMO gap = 7.1 eV

XYZ file:
```
46
Properties=species:S:1:pos:R:3:forces:R:3:nbo_charge:R:1
Pd 0.523845 -1.424150 -0.326583 0.090 -0.466 -0.227 0.372
F 3.422832 -1.785644 4.203943 0.006 0.029 0.044 -0.297
C 4.414034 -1.822696 3.325760 0.043 0.028 -0.025 0.983
F 5.347146 -0.932235 3.750322 0.004 -0.061 -0.001 -0.337
F 4.996096 -3.041568 3.420575 -0.036 0.014 0.023 -0.331
C 4.032831 -1.527616 1.897569 -0.047 0.037 -0.058 -0.236
C 5.083611 -1.221398 1.055476 -0.030 -0.002 0.080 -0.106
C 4.873378 -0.974347 -0.294942 0.103 -0.015 -0.061 -0.309
C 3.579355 -1.036820 -0.751147 -0.126 -0.191 0.030 0.072
N 2.551204 -1.318969 0.049432 -0.135 0.088 0.539 -0.532
C 2.708818 -1.591414 1.390242 -0.076 0.003 -0.164 0.103
S 1.260085 -1.968743 2.234370 0.310 -0.070 -0.162 -0.344
H 6.085789 -1.176427 1.462684 -0.008 -0.002 -0.001 0.233
H 5.687418 -0.738166 -0.964808 -0.026 -0.016 0.016 0.227
H 3.333695 -0.860083 -1.790739 -0.023 0.038 0.011 0.207
C -4.633150 -2.754709 -1.180136 0.061 0.049 0.038 -0.395
N -3.859580 -1.517986 -1.307368 0.058 -0.168 0.040 -0.456
C -4.546605 -0.271401 -0.975800 -0.059 -0.054 0.020 -0.401
C -2.557794 -1.582273 -1.089048 -0.305 -0.146 -0.229 0.563
N -1.414853 -1.660687 -0.986926 0.278 0.483 0.296 -0.458
H -5.500930 -2.689735 -1.833416 -0.011 0.021 -0.017 0.211
H -4.968919 -2.906500 -0.151771 -0.004 -0.005 0.021 0.198
H -4.024811 -3.601217 -1.486920 0.017 0.008 -0.010 0.224
H -5.407811 -0.165586 -1.633788 -0.006 -0.007 -0.002 0.207
H -3.874818 0.563000 -1.131474 0.100 0.139 0.003 0.240
H -4.880791 -0.272133 0.063719 -0.014 0.014 0.031 0.198
C 1.923654 1.617839 0.245072 0.229 0.098 0.157 -1.162
Si 0.641930 0.771311 -0.800944 -0.285 0.034 -0.140 1.518
C 0.927201 1.156057 -2.601602 0.000 0.027 -0.205 -1.166
C -0.989453 1.522864 -0.239943 -0.088 0.059 -0.004 -0.424
C -1.767893 2.326386 -1.077355 -0.012 0.049 0.098 -0.245
C -2.871547 3.019828 -0.586297 0.035 -0.027 0.024 -0.231
C -3.220236 2.911402 0.753976 0.025 -0.098 -0.066 -0.222
C -2.473448 2.093252 1.596207 0.021 -0.035 -0.048 -0.206
C -1.370414 1.407141 1.103366 -0.070 0.078 -0.053 -0.228
H 1.810300 2.700266 0.135873 -0.021 -0.001 0.021 0.239
H 2.943701 1.348613 -0.034374 -0.042 0.071 0.056 0.237
H 1.773185 1.362121 1.297630 0.059 0.017 -0.032 0.255
H 0.964283 2.236178 -2.774540 -0.010 -0.027 0.006 0.237
H 0.138240 0.726338 -3.223492 0.062 0.022 -0.014 0.242
H 1.881708 0.737514 -2.929204 -0.047 0.006 -0.033 0.238
H -1.496939 2.439299 -2.122349 -0.016 -0.002 0.026 0.211
H -3.449478 3.654585 -1.247471 0.003 -0.001 0.005 0.213
H -4.069728 3.460631 1.141306 0.014 -0.006 -0.005 0.214
H -2.742148 2.002909 2.642063 0.004 0.000 -0.022 0.215
H -0.782997 0.784949 1.772860 -0.026 -0.008 -0.006 0.231
```
Forces are in eV/Å.